Model A:
2 unconnected molecules or ions with the total composition C4H10NO, computed with ωB97M-V with the def2-TZVPD basis set.

As for the highest occupied orbital energy: -14.35 eV. As for the charge: +1.

Last columns: bonded neighbours and bond lengths (Å).
Positions of all 16 atoms, in Å:
1 O -1.97183 0.21194 -2.20464  H3 0.965, H15 0.946
2 C 1.43449 -0.95389 1.33432  H4 1.088, H5 1.094, H8 1.088, C13 1.510
3 H -2.10956 1.15176 -2.37289  O1 0.965
4 H 1.15469 -1.81094 1.94366  C2 1.088
5 H 1.91942 -1.32132 0.42516  C2 1.094
6 H -1.27693 -1.75560 1.62047  C7 1.081
7 C -1.09674 -0.80753 1.13388  H6 1.081, C13 1.338, H16 1.084
8 H 2.03397 -0.26376 1.92424  C2 1.088
9 H -0.63253 0.88771 -0.69592  N10 1.019
10 N 0.19440 0.63770 -0.15501  H9 1.019, C13 1.440, C14 1.289
11 H 0.97615 2.22083 -0.99087  C14 1.087
12 H 2.27808 1.14190 -0.18754  C14 1.077
13 C 0.12978 -0.31624 0.92135  C2 1.510, C7 1.338, N10 1.440
14 C 1.24299 1.34266 -0.40809  N10 1.289, H11 1.087, H12 1.077
15 H -2.33595 -0.10555 -3.01810  O1 0.946
16 H -1.94042 -0.25967 0.72999  C7 1.084


Model B:
A gas-phase ion, C4H10NO (charge +1), computed with ωB97M-V with the def2-TZVPD basis set.

As for the highest occupied orbital energy: -15.14 eV. As for the charge: +1. As for the SMILES: C=C[NH2+][C@H](C)O.

Last columns: bonded neighbours and bond lengths (Å).
Positions of all 16 atoms, in Å:
1 H 1.26665 1.57251 -1.35726  C16 1.192
2 C -1.17682 0.05936 2.15400  H6 1.075, C11 1.312, H14 1.091
3 N -0.64608 0.64396 -0.17363  C8 1.655, H9 0.997, C11 1.506, H13 1.118
4 H 0.72644 -1.03722 0.00255  C8 1.135
5 H 1.92054 0.15525 -2.22761  C16 1.140
6 H -1.98377 -0.13698 2.83635  C2 1.075
7 O -0.17622 -1.06761 -1.82348  C8 1.309, H15 1.009
8 C 0.43227 -0.39126 -0.88285  N3 1.655, H4 1.135, O7 1.309, C16 1.527
9 H -0.26343 1.45252 0.26665  N3 0.997
10 H 2.46681 0.27901 -0.36907  C16 1.142
11 C -1.57808 0.16969 0.90996  C2 1.312, N3 1.506, H12 1.048
12 H -2.50567 -0.12951 0.52348  C11 1.048
13 H -1.30433 1.11925 -0.94287  N3 1.118
14 H -0.19523 0.44986 2.42803  C2 1.091
15 H -0.10061 -0.66157 -2.74447  O7 1.009
16 C 1.66525 0.46606 -1.16085  H1 1.192, H5 1.140, C8 1.527, H10 1.142


Model C:
2 unconnected molecules or ions with the total composition C4H10NO, computed with ωB97M-V with the def2-TZVPD basis set.

As for the highest occupied orbital energy: -14.22 eV. As for the charge: +1.

Last columns: bonded neighbours and bond lengths (Å).
Positions of all 16 atoms, in Å:
1 H -1.83621 1.11652 -1.14651  C15 1.112
2 H -0.87139 -0.39115 3.43379  O9 0.970
3 C 1.13712 0.80061 0.55059  N6 1.306, H10 1.113, H13 1.099
4 C 0.00065 -1.20072 -2.36197  H5 1.118, C7 1.355, H11 1.069
5 H -0.74137 -2.00743 -2.58267  C4 1.118
6 N 1.04783 0.14754 -0.57682  C3 1.306, C7 1.562, H16 1.036
7 C -0.22667 -0.37670 -1.31110  C4 1.355, N6 1.562, C15 1.493
8 H -1.36392 0.20125 0.41476  C15 1.145
9 O -0.21591 0.29658 3.24056  H2 0.970, H12 0.996
10 H 2.09365 1.33268 0.75223  C3 1.113
11 H 0.98338 -1.31833 -2.76724  C4 1.069
12 H -0.27084 1.05249 3.88699  O9 0.996
13 H 0.33814 0.76712 1.30511  C3 1.099
14 H -2.30245 -0.63094 -0.90960  C15 1.138
15 C -1.49419 0.14739 -0.72153  H1 1.112, C7 1.493, H8 1.145, H14 1.138
16 H 1.86202 0.24889 -1.20956  N6 1.036


Model D:
A gas-phase ion, C4H10NO (charge +1), computed with ωB97M-V with the def2-TZVPD basis set.

As for the highest occupied orbital energy: -15.08 eV. As for the charge: +1. As for the SMILES: C[C@@]1(C[NH3+])CO1.

Last columns: bonded neighbours and bond lengths (Å).
Positions of all 16 atoms, in Å:
1 C 1.54694 0.89773 0.01864  O6 1.461, H11 1.159, C12 1.437, H16 1.096
2 H -1.60702 -0.40844 0.86925  C4 1.049
3 C 0.69422 -1.45851 0.83009  H5 1.161, H8 1.130, C12 1.483, H14 1.104
4 C -1.24221 0.46475 0.41694  H2 1.049, H9 1.044, C12 1.890, N15 1.503
5 H 1.78852 -1.75763 0.58395  C3 1.161
6 O 0.88853 0.18112 -1.07109  C1 1.461, C12 1.370
7 H -2.40953 0.74262 -1.37199  N15 1.021
8 H 0.69298 -1.34356 1.95433  C3 1.130
9 H -1.44572 1.42464 0.77257  C4 1.044
10 H -0.64765 0.83187 -1.58544  N15 1.067
11 H 1.42462 2.04357 0.14432  C1 1.159
12 C 0.54677 -0.11358 0.22193  C1 1.437, C3 1.483, C4 1.890, O6 1.370
13 H -1.20521 -0.45956 -1.45279  N15 1.010
14 H -0.10005 -2.09957 0.40854  C3 1.104
15 N -1.48773 0.42922 -1.06549  C4 1.503, H7 1.021, H10 1.067, H13 1.010
16 H 2.56254 0.62533 0.32623  C1 1.096


Preferred: model A; penalty for the next structure: 0.0120 hartree.


Model A:
C21H18N2O4S in the gas phase, computed with ωB97M-V with the def2-TZVPD basis set.

As for the highest occupied orbital energy: -8.31 eV. As for the SMILES: O=C(O)c1ccc2cc(C(=O)Nc3cccn([C@@H]4CCSC4)c3=O)ccc2c1.

Last columns: bonded neighbours and bond lengths (Å).
Positions of all 46 atoms, in Å:
1 H -0.28766 2.08871 0.77318  C16 1.082
2 H 6.53901 0.03604 -0.47969  C8 1.079
3 H -0.18276 -1.92064 -0.71791  C46 1.084
4 C -2.88218 -0.04474 0.20701  C9 1.412, C13 1.414, C23 1.419
5 O 2.63317 -1.30629 -3.51514  C10 1.231
6 H -4.86608 0.70028 0.66589  C9 1.083
7 C 3.33747 -0.40333 -1.45764  C10 1.459, N25 1.393, C31 1.357
8 C 5.70233 -0.23894 -1.10334  H2 1.079, C18 1.347, C31 1.422
9 C -4.28713 -0.14273 0.31027  C4 1.412, H6 1.083, C15 1.368
10 C 3.56455 -0.97900 -2.77930  O5 1.231, C7 1.459, N36 1.381
11 O -7.09141 -0.41416 0.48879  C29 1.204
12 C 5.97623 -2.99982 -4.40451  H20 1.092, C26 1.525, C32 1.519, H34 1.091
13 C -2.15157 -1.16051 -0.26153  C4 1.414, C21 1.417, C46 1.417
14 C 1.39646 0.19198 -0.04888  N25 1.364, C35 1.499, O43 1.216
15 C -4.93335 -1.29834 -0.03467  C9 1.368, C28 1.416, C29 1.487
16 C -0.82954 1.20255 0.47133  H1 1.082, C23 1.361, C35 1.416
17 H 1.39268 -0.59628 -1.95377  N25 1.012
18 C 5.92305 -0.76549 -2.32370  C8 1.347, H22 1.080, N36 1.372
19 H -4.73013 -3.32205 -0.76766  C28 1.080
20 H 6.90944 -2.84367 -3.85844  C12 1.092
21 C -2.84576 -2.34629 -0.60792  C13 1.417, C28 1.363, H39 1.083
22 H 6.91476 -0.92950 -2.71799  C18 1.080
23 C -2.18537 1.13664 0.57132  C4 1.419, C16 1.361, H30 1.083
24 H 4.19583 -1.91733 -4.89970  C26 1.088
25 N 1.97615 -0.29297 -1.18427  C7 1.393, C14 1.364, H17 1.012
26 C 5.17138 -1.70591 -4.46751  C12 1.525, H24 1.088, C33 1.530, N36 1.469
27 O -6.94895 -2.51494 -0.26342  C29 1.350, H38 0.969
28 C -4.20251 -2.41809 -0.50043  C15 1.416, H19 1.080, C21 1.363
29 C -6.41425 -1.32984 0.09915  O11 1.204, C15 1.487, O27 1.350
30 H -2.75185 1.98273 0.94031  C23 1.083
31 C 4.36813 -0.04725 -0.64930  C7 1.357, C8 1.422, H44 1.078
32 C 6.27640 -3.34692 -5.85273  C12 1.519, S40 1.827, H41 1.088, H42 1.089
33 C 5.92426 -0.73798 -5.38188  C26 1.530, H37 1.090, S40 1.821, H45 1.088
34 H 5.41302 -3.78850 -3.90334  C12 1.091
35 C -0.09960 0.09706 -0.02993  C14 1.499, C16 1.416, C46 1.367
36 N 4.88739 -1.12758 -3.14773  C10 1.381, C18 1.372, C26 1.469
37 H 6.69411 -0.19192 -4.83737  C33 1.090
38 H -7.90576 -2.43030 -0.13890  O27 0.969
39 H -2.27918 -3.19771 -0.96461  C21 1.083
40 S 6.70166 -1.76746 -6.66706  C32 1.827, C33 1.821
41 H 7.11620 -4.03037 -5.95552  C32 1.088
42 H 5.40629 -3.78719 -6.33857  C32 1.089
43 O 2.02057 0.63045 0.89847  C14 1.216
44 H 4.16737 0.37646 0.32170  C31 1.078
45 H 5.24547 -0.01834 -5.83542  C33 1.088
46 C -0.74278 -1.05986 -0.36966  H3 1.084, C13 1.417, C35 1.367


Model B:
C21H18N2O4S in the gas phase, computed with ωB97M-V with the def2-TZVPD basis set.

As for the highest occupied orbital energy: -8.31 eV. As for the SMILES: O=C(O)c1ccc2cc(C(=O)Nc3cccn([C@@H]4CCSC4)c3=O)ccc2c1.

Last columns: bonded neighbours and bond lengths (Å).
Positions of all 46 atoms, in Å:
1 C -4.39262 1.35438 -3.86892  H9 1.091, C23 1.520, H37 1.093, C41 1.525
2 O -1.66005 1.22756 -1.13244  C25 1.231
3 H -0.26728 0.00120 -0.10913  N46 1.013
4 C -2.52754 2.83556 -4.47538  S15 1.820, H32 1.090, H34 1.088, C41 1.528
5 H 3.31592 -0.88877 0.74969  C30 1.084
6 H 4.94445 -0.29366 2.51773  C38 1.083
7 C 2.26813 -1.01588 5.22205  C11 1.413, C19 1.367, H28 1.083
8 H -6.04414 2.51883 -4.69448  C23 1.087
9 H -4.84755 0.72101 -3.10600  C1 1.091
10 C 0.32996 -1.73503 2.13698  H35 1.083, C39 1.416, C40 1.363
11 C 1.92842 -1.17781 3.86014  C7 1.413, C31 1.415, C40 1.417
12 H -0.10975 -1.79253 4.21892  C40 1.083
13 H 0.44502 -2.24036 -2.98798  C45 1.078
14 O 3.02185 -0.67060 7.92022  C42 1.204
15 S -4.01158 3.80147 -4.89635  C4 1.820, C23 1.829
16 H 5.15495 0.00708 8.24448  O17 0.968
17 O 5.07463 -0.05677 7.28155  H16 0.968, C42 1.350
18 H -5.47466 3.06979 -3.11275  C23 1.089
19 C 3.52254 -0.60973 5.58413  C7 1.367, C24 1.417, C42 1.487
20 C -0.49930 -0.62110 -2.01452  C25 1.459, C45 1.357, N46 1.394
21 H 5.48952 -0.02455 4.90364  C24 1.080
22 C -0.92074 -1.16654 -4.31028  C29 1.347, H36 1.079, C45 1.423
23 C -5.16459 2.64816 -4.06813  C1 1.520, H8 1.087, S15 1.829, H18 1.089
24 C 4.50396 -0.34395 4.59746  C19 1.417, H21 1.080, C38 1.362
25 C -1.43231 0.49788 -2.09700  O2 1.231, C20 1.459, N43 1.382
26 C 0.96827 -1.63788 -0.30331  O27 1.215, C39 1.503, N46 1.364
27 O 1.43251 -2.51902 -0.99961  C26 1.215
28 H 1.53381 -1.21301 5.99296  C7 1.083
29 C -1.78442 -0.13620 -4.39688  C22 1.347, N43 1.372, H44 1.080
30 C 2.56755 -1.07899 1.51001  H5 1.084, C31 1.415, C39 1.365
31 C 2.90751 -0.91455 2.87359  C11 1.415, C30 1.415, C38 1.418
32 H -2.12788 2.36529 -5.37391  C4 1.090
33 H -3.03609 2.24990 -2.47511  C41 1.088
34 H -1.76360 3.48650 -4.05459  C4 1.088
35 H -0.66080 -2.04805 1.83184  C10 1.083
36 H -0.74172 -1.78868 -5.17359  C22 1.079
37 H -4.36096 0.79336 -4.80596  C1 1.093
38 C 4.19964 -0.49328 3.27820  H6 1.083, C24 1.362, C31 1.418
39 C 1.31520 -1.48754 1.15094  C10 1.416, C26 1.503, C30 1.365
40 C 0.63453 -1.59270 3.45801  C10 1.363, C11 1.417, H12 1.083
41 C -2.98958 1.79087 -3.46027  C1 1.525, C4 1.528, H33 1.088, N43 1.468
42 C 3.81048 -0.46072 7.03521  O14 1.204, O17 1.350, C19 1.487
43 N -2.04086 0.67951 -3.32403  C25 1.382, C29 1.372, C41 1.468
44 H -2.31647 0.10341 -5.30539  C29 1.080
45 C -0.25207 -1.42297 -3.08113  H13 1.078, C20 1.357, C22 1.423
46 N 0.05771 -0.72088 -0.74061  H3 1.013, C20 1.394, C26 1.364


Preferred: model A; penalty for the next structure: 0.0034 hartree.